DFT (wB97M-V/def2-TZVPD) results for a structure of composition C58H51F5N4O5ScTe in a non-equilibrium geometry.

The geometry in XYZ format:
```
125
Properties=species:S:1:pos:R:3:mulliken_charge:R:1
Sc 0.01308 0.09880 -0.14787 -3.79
C -2.43725 -9.25168 -2.48420 -0.85
O -2.34231 -8.67589 -1.19698 -0.47
C -2.00054 -7.35372 -1.12900 0.97
C -1.74700 -6.55424 -2.23722 -0.81
C -1.41037 -5.21503 -2.05254 0.05
C -1.31835 -4.66129 -0.78195 -1.08
C -1.56604 -5.48329 0.31694 -0.03
C -1.90831 -6.81307 0.14923 -0.95
C -0.92683 -3.23022 -0.61535 1.30
C -1.82727 -2.25920 -1.06046 -0.42
C -3.12259 -2.50497 -1.64564 -1.66
C -3.64010 -1.29982 -1.99005 -1.99
C -2.68388 -0.29076 -1.59709 -0.17
N -1.61156 -0.90666 -1.03588 2.92
C -2.84509 1.09966 -1.78465 1.76
C -1.97602 2.11845 -1.37534 -0.17
C -2.09967 3.51398 -1.75266 -1.59
C -1.06088 4.16916 -1.19456 -1.84
C -0.26326 3.18252 -0.47254 -0.44
C 1.00369 3.42607 0.11680 0.46
C 1.25203 4.75882 0.74345 0.96
C 0.17500 5.60727 1.07572 0.04
C 0.34558 6.81409 1.72379 -1.23
C 1.61124 7.23425 2.10821 0.87
O 1.68847 8.43883 2.74657 -0.47
C 2.96152 8.84185 3.20950 -0.85
C 2.68942 6.39700 1.86672 -1.28
C 2.49809 5.18001 1.22046 -0.71
C 2.04469 2.42241 0.10056 0.15
N 1.85570 1.09585 0.26646 1.79
C 3.05970 0.46050 0.06339 -0.13
C 3.29081 -0.92012 0.09048 1.32
C 4.71672 -1.35506 0.01590 -1.20
C 5.20785 -1.93958 -1.14228 -0.14
C 6.54402 -2.31975 -1.24799 -0.78
C 7.39972 -2.11931 -0.17174 1.02
O 8.72556 -2.45544 -0.17210 -0.47
C 9.24742 -3.01941 -1.35930 -0.83
C 6.91827 -1.53750 0.99766 -1.00
C 5.59228 -1.15499 1.08310 0.16
C 2.32638 -1.95442 0.07623 -0.19
C 2.59792 -3.36248 0.14164 -1.61
C 1.40555 -4.00673 -0.00746 -1.57
C 0.39979 -2.99672 -0.18412 -0.27
N 0.98634 -1.77492 -0.07930 2.18
C 4.05353 1.44700 -0.24972 -1.48
C 3.43312 2.65494 -0.22755 -1.66
N -0.85792 1.97346 -0.61335 1.96
C -4.04074 1.52346 -2.57600 -1.45
C -4.07870 1.29898 -3.94488 0.02
C -5.18129 1.67167 -4.70996 -0.75
C -6.26984 2.27496 -4.09137 0.97
O -7.40447 2.66904 -4.74686 -0.48
C -7.45240 2.44453 -6.14163 -0.84
C -6.24396 2.51021 -2.71983 -1.03
C -5.13785 2.14073 -1.97557 0.36
H -2.73622 -10.28571 -2.33469 0.24
H -1.47699 -9.22621 -3.00574 0.33
H -3.18854 -8.74527 -3.09547 0.33
H -1.79459 -6.95133 -3.24103 0.39
H -1.19721 -4.58794 -2.91143 0.55
H -1.49151 -5.07016 1.31645 0.42
H -2.10856 -7.45272 1.00016 0.41
H -3.56510 -3.47759 -1.79172 0.71
H -4.58821 -1.10287 -2.46513 0.60
H -2.86145 3.91816 -2.40053 0.65
H -0.79421 5.20204 -1.34067 0.79
H -0.83468 5.29545 0.86332 0.45
H -0.50744 7.43442 1.97042 0.44
H 2.81549 9.79044 3.71911 0.25
H 3.66236 8.98149 2.38234 0.33
H 3.37890 8.11721 3.91306 0.34
H 3.68662 6.66059 2.18837 0.42
H 3.35801 4.54223 1.12720 0.57
H 4.53785 -2.07966 -1.98363 0.56
H 6.89572 -2.75764 -2.17051 0.39
H 10.29951 -3.21387 -1.16880 0.24
H 9.15540 -2.33081 -2.20275 0.33
H 8.74883 -3.95925 -1.60952 0.32
H 7.60114 -1.39101 1.82534 0.40
H 5.22057 -0.69340 1.99059 0.50
H 3.57542 -3.80206 0.26374 0.66
H 1.23232 -5.07086 -0.04449 0.62
H 5.07642 1.23932 -0.52212 0.62
H 3.85872 3.59302 -0.53974 0.88
H -3.22799 0.82280 -4.42051 0.55
H -5.17009 1.48771 -5.77451 0.39
H -8.42154 2.80455 -6.47604 0.24
H -7.36241 1.38157 -6.37994 0.32
H -6.66465 2.99453 -6.66311 0.33
H -7.10223 2.98113 -2.25632 0.41
H -5.12257 2.32778 -0.90734 0.37
C -0.19521 -0.18860 2.47082 0.59
C -1.41850 -0.80306 2.10652 1.43
C -2.34594 0.22860 1.84437 0.73
C -1.72204 1.46390 2.08391 0.15
C -0.39730 1.21634 2.47999 1.10
C 0.57520 2.19027 3.07765 -1.67
C -2.41240 2.78997 2.00129 -1.39
C -3.78982 0.03832 1.48820 -1.19
C -1.80042 -2.24165 2.32410 -1.47
C 1.00201 -0.86028 3.08530 -1.71
H 0.28138 3.22775 2.90324 0.38
H 1.58570 2.06121 2.67864 0.15
H 0.64168 2.04763 4.16363 0.50
H -3.26089 2.83711 2.69316 0.45
H -2.80731 2.98268 0.99696 0.00
H -1.73687 3.61075 2.25496 0.36
H -4.44631 0.24732 2.34214 0.45
H -3.98749 -0.98498 1.16014 0.31
H -4.09933 0.70474 0.67710 -0.09
H -2.14178 -2.74773 1.41980 0.07
H -2.62340 -2.30353 3.04543 0.32
H -0.96634 -2.82162 2.72485 0.38
H 1.16880 -0.49884 4.10743 0.35
H 1.92550 -0.67126 2.52856 0.02
H 0.87388 -1.94313 3.13504 0.30
F 0.42173 -2.29731 -2.98530 -0.39
Te 0.74137 -0.56617 -3.54395 2.13
F 2.54523 -1.01062 -3.48621 -0.43
F 0.82228 -1.44764 -5.20057 -0.39
F 1.10059 0.88437 -4.63318 -0.39
F -1.04974 -0.41664 -3.99682 -0.47
O 0.78752 0.44309 -2.06187 -0.56
```

Output
- Maximum force: 3.01 eV Å⁻¹
- 2S+1: 1
- ΔE to the lowest compared entry with this formula, charge and spin: 0.000 eV
- Net charge: -1



DFT (wB97M-V/def2-TZVPD) results for a cluster of 9 separate species, C58H51N2O33 in total.

The geometry in XYZ format:
```
144
Properties=species:S:1:pos:R:3:mulliken_charge:R:1
C -1.32358 -1.66860 -0.38731 -1.55
C -0.41889 -0.41768 -0.48770 2.96
C 0.34785 -0.42244 -1.82476 -1.74
C -1.20917 0.89641 -0.33739 -1.26
C -0.90573 1.67818 0.93844 0.85
C -1.48862 0.99092 2.17220 -1.86
C 0.58473 2.03657 1.05231 -0.89
O 1.21358 1.59544 2.28971 -0.48
C 1.72624 0.38307 2.28709 0.34
C 1.46527 -0.69338 3.09296 -0.58
N 2.29255 -1.70014 2.67749 0.27
C 3.03689 -1.29422 1.65937 -0.78
N 2.71686 -0.02548 1.41368 0.23
H -1.10744 -2.38166 -1.17325 0.44
H -1.13630 -2.18627 0.55329 0.38
H -2.37616 -1.41204 -0.38031 0.28
H 0.33890 -0.51315 0.29002 -1.44
H 1.25748 0.17243 -1.73448 0.34
H -0.26223 -0.02098 -2.62471 0.42
H 0.67299 -1.42773 -2.07439 0.42
H -2.26790 0.65353 -0.31383 0.25
H -1.03724 1.53779 -1.19835 0.37
H -1.42564 2.63246 0.86525 0.62
H -1.19111 1.49824 3.08377 0.45
H -1.22690 -0.06209 2.21528 0.17
H -2.56871 1.08625 2.11738 0.51
H 0.70896 3.11158 1.06901 0.35
H 1.15459 1.66707 0.20222 0.23
H 0.75426 -0.77443 3.88849 0.56
H 2.35687 -2.63957 3.04947 0.13
H 3.75882 -1.87827 1.11708 0.67
H 3.13385 0.52827 0.68259 0.28
C -4.53144 3.96831 -4.07737 -1.00
C -4.88036 2.72274 -3.71143 0.32
C -4.72084 2.23948 -2.29179 1.18
O -5.05998 1.10271 -2.03098 -0.71
C -4.15228 3.15102 -1.31404 -1.06
C -3.80256 4.38876 -1.68330 0.26
C -3.99215 4.87523 -3.09457 1.27
O -3.67939 6.03605 -3.31749 -0.82
O -3.27821 5.28075 -0.85544 -0.65
O -5.38316 1.84096 -4.54841 -0.58
H -4.65142 4.32574 -5.08912 0.40
H -4.03235 2.79125 -0.30115 0.63
H -3.14352 6.09437 -1.37954 0.35
H -5.57769 1.03868 -4.02754 0.37
C 8.58191 -3.48844 1.16536 -0.99
C 7.70022 -2.57308 0.74865 0.27
C 6.55538 -2.92565 -0.16179 1.16
O 5.77054 -2.03420 -0.46563 -0.76
C 6.42935 -4.28821 -0.62242 -1.09
C 7.31714 -5.20750 -0.21172 0.46
C 8.44753 -4.86741 0.72498 1.11
O 9.18267 -5.77212 1.06292 -0.68
O 7.26115 -6.47339 -0.59160 -0.50
O 7.75132 -1.29183 1.10634 -0.61
H 9.40401 -3.24902 1.82455 0.59
H 5.61324 -4.53333 -1.28841 0.38
H 8.00934 -6.93337 -0.16194 0.33
H 7.01790 -0.85076 0.64273 0.35
C 4.92380 -4.34620 4.24320 -1.02
C 6.16652 -4.55488 4.70693 0.06
C 6.44469 -4.76702 6.17581 0.91
O 7.59828 -4.95901 6.49363 -0.60
C 5.32364 -4.72443 7.09905 -0.97
C 4.08564 -4.51331 6.63011 0.30
C 3.81500 -4.31469 5.16305 1.19
O 2.65493 -4.12604 4.81649 -0.76
O 3.01441 -4.45980 7.40762 -0.55
O 7.21817 -4.58723 3.91908 -0.34
H 4.72061 -4.20403 3.19002 0.61
H 5.52862 -4.86666 8.15045 0.45
H 2.24579 -4.31233 6.82836 0.35
H 8.00173 -4.75356 4.48131 0.36
C -7.81055 7.12873 -6.51009 -1.25
C -7.88286 7.99242 -7.53381 0.37
C -6.69383 8.80653 -7.98241 1.13
O -6.86027 9.54799 -8.93205 -0.62
C -5.44513 8.65943 -7.26417 -0.91
C -5.36999 7.79980 -6.23609 0.49
C -6.55779 6.96949 -5.80534 0.71
O -6.39250 6.19483 -4.87675 -0.25
O -4.27584 7.60271 -5.52321 -0.61
O -8.98228 8.20308 -8.23401 -0.58
H -8.65618 6.53924 -6.18553 0.45
H -4.60331 9.25690 -7.58346 0.45
H -4.50147 6.93519 -4.83431 0.25
H -8.75079 8.86879 -8.91138 0.37
C -8.87158 2.58099 -0.70261 -1.22
C -9.57727 3.14443 0.29001 0.40
C -9.62752 4.64073 0.48192 1.21
O -10.31241 5.04699 1.40009 -0.60
C -8.87189 5.48561 -0.41996 -0.99
C -8.16878 4.92268 -1.41321 0.17
C -8.13102 3.42603 -1.61246 1.21
O -7.45080 3.00633 -2.53303 -0.53
O -7.46867 5.62586 -2.28904 -0.46
O -10.26881 2.45181 1.17619 -0.59
H -8.82250 1.51122 -0.84815 0.50
H -8.91056 6.55483 -0.26730 0.49
H -7.10331 5.00416 -2.94860 0.17
H -10.67468 3.09406 1.79416 0.27
C 12.81172 -5.05979 -0.04452 -1.10
C 13.71119 -5.42772 -0.96955 0.44
C 14.44270 -4.41866 -1.82070 0.96
O 15.24828 -4.84896 -2.62123 -0.61
C 14.14096 -3.01000 -1.63859 -0.96
C 13.24173 -2.64600 -0.71575 0.36
C 12.52844 -3.65444 0.14654 1.03
O 11.73288 -3.22555 0.96598 -0.63
O 12.90338 -1.38612 -0.47981 -0.58
O 14.03290 -6.68456 -1.21436 -0.57
H 12.28182 -5.77321 0.57124 0.48
H 14.66004 -2.29489 -2.26065 0.43
H 12.24707 -1.41162 0.24159 0.36
H 14.70800 -6.66362 -1.92075 0.37
C 4.37825 -7.46866 -1.84668 -0.80
C 3.49738 -6.55243 -2.25584 0.31
C 2.34378 -6.88109 -3.15994 0.96
O 1.59146 -5.96724 -3.44858 -0.64
C 2.20153 -8.24670 -3.62111 -1.03
C 3.08457 -9.17527 -3.22000 0.30
C 4.22913 -8.84511 -2.29290 1.00
O 4.96962 -9.74984 -1.96678 -0.62
O 3.02769 -10.44092 -3.59336 -0.55
O 3.56989 -5.27048 -1.89266 -0.46
H 5.20295 -7.22097 -1.19366 0.41
H 1.37762 -8.47585 -4.28170 0.43
H 3.77606 -10.89506 -3.16123 0.37
H 2.81560 -4.82397 -2.32401 0.30
C -10.32647 5.22164 4.69502 -0.96
C -10.64428 3.96716 5.03239 0.21
C -10.43361 3.43083 6.42291 1.00
O -10.76578 2.27881 6.63106 -0.64
C -9.84683 4.30681 7.41958 -1.03
C -9.52208 5.56305 7.08290 0.32
C -9.74961 6.10382 5.69355 1.06
O -9.42968 7.25797 5.48585 -0.62
O -8.98040 6.42887 7.92473 -0.56
O -11.16430 3.08838 4.17917 -0.52
H -10.47495 5.60630 3.69518 0.60
H -9.68866 3.91089 8.41257 0.42
H -8.85910 7.25766 7.42258 0.38
H -11.30154 2.26707 4.69049 0.35
```

Output
- Maximum force: 0.95 eV Å⁻¹
- 2S+1: 1
- ΔE to the lowest compared entry with this formula, charge and spin: 0.000 eV
- Net charge: +1



DFT (wB97M-V/def2-TZVPD) results for a structure of composition C58H53BrN6O2P2Pt.

The geometry in XYZ format:
```
123
Properties=species:S:1:pos:R:3:mulliken_spin:R:1
Pt -1.20781 -0.36039 0.30645 1.12
Br -2.76726 5.12439 -4.58174 0.26
C -2.30345 4.18023 -3.11856 0.22
C -2.89971 4.49583 -1.85966 0.10
C -2.54335 3.78813 -0.74749 0.00
C -1.57632 2.76091 -0.84913 0.19
C -1.00090 2.42941 -2.10375 0.04
C -1.34225 3.13176 -3.22147 0.08
N -1.16571 2.01622 0.24232 0.11
C -0.95481 2.55150 1.38756 0.00
C -0.61908 1.74518 2.55377 0.06
C -0.47966 2.35387 3.78764 0.01
C -0.23347 1.55478 4.90373 0.00
C -0.13466 0.19239 4.72637 0.01
C -0.27396 -0.34182 3.44183 0.02
N -0.50554 0.41088 2.37624 0.02
H -3.62305 5.29779 -1.80872 0.00
H -3.00008 4.00527 0.20947 0.00
H -0.26657 1.63329 -2.13755 0.01
H -0.89359 2.92143 -4.18181 0.00
H -0.99733 3.63341 1.51985 0.00
H -0.57877 3.42681 3.88464 0.00
H -0.13461 1.99824 5.88516 0.00
H 0.03892 -0.47279 5.56059 0.00
H -0.22053 -1.40961 3.27581 0.00
O 2.48461 -0.01124 -0.26681 0.01
C 3.66868 -0.28453 0.39248 -0.05
C 4.30528 -1.49947 0.19380 0.00
C 5.46133 -1.78947 0.90091 0.02
C 5.98194 -0.87498 1.81437 0.00
C 5.33773 0.32939 2.01317 0.03
C 4.17894 0.64880 1.28706 0.14
P 3.41658 2.23839 1.51786 0.43
C 3.59809 2.80496 3.17675 0.09
C 3.28133 1.91456 4.21844 0.05
C 3.45822 2.29975 5.53170 -0.02
C 3.92877 3.57717 5.82479 0.08
C 4.22803 4.47072 4.80308 -0.02
C 4.06266 4.09429 3.48231 0.07
C 3.89129 3.42705 0.30333 0.06
C 3.24271 4.67338 0.25622 0.06
C 3.63495 5.61134 -0.67736 -0.02
C 4.64959 5.30970 -1.58255 0.06
C 5.27550 4.07007 -1.55878 -0.02
C 4.89434 3.12206 -0.62515 0.05
C 2.49862 -0.15932 -1.63769 0.05
C 3.58725 0.24785 -2.37866 0.00
C 3.56552 0.10114 -3.75759 0.01
C 2.45559 -0.45621 -4.38616 -0.01
C 1.37540 -0.87625 -3.62625 0.01
C 1.37737 -0.73913 -2.23451 0.02
P 0.12461 -1.55503 -1.19807 0.28
C 1.04721 -2.87334 -0.36280 -0.01
C 1.68492 -3.86409 -1.11867 0.00
C 2.41304 -4.86115 -0.48791 0.00
C 2.52473 -4.86950 0.89850 0.00
C 1.92796 -3.86911 1.65210 0.01
C 1.19608 -2.87358 1.01968 0.04
C -1.02620 -2.34829 -2.34888 0.05
C -1.22827 -3.72654 -2.38445 0.02
C -2.09572 -4.28867 -3.31362 -0.01
C -2.75080 -3.48054 -4.22850 0.01
C -2.55554 -2.10254 -4.20179 0.00
C -1.71221 -1.54103 -3.26149 0.02
H 3.89457 -2.20633 -0.51319 0.00
H 5.95722 -2.73806 0.74549 0.00
H 6.89012 -1.09806 2.35515 0.00
H 5.74837 1.04946 2.71124 0.00
H 2.92799 0.91346 3.99079 0.00
H 3.25300 1.60517 6.33486 0.00
H 4.07658 3.87321 6.85409 0.00
H 4.61537 5.45177 5.03824 0.00
H 4.34753 4.77727 2.69551 0.00
H 2.45869 4.91509 0.96299 0.00
H 3.16404 6.58398 -0.69834 0.00
H 4.96073 6.04939 -2.30694 0.00
H 6.07809 3.85711 -2.25013 0.00
H 5.41322 2.17048 -0.57407 0.01
H 4.46116 0.66355 -1.88842 0.00
H 4.42156 0.41511 -4.33771 0.00
H 2.43639 -0.57952 -5.45918 0.00
H 0.53322 -1.33677 -4.12728 0.00
H 1.61966 -3.85609 -2.20001 0.00
H 2.89127 -5.63122 -1.07676 0.00
H 3.09007 -5.65148 1.38765 0.00
H 2.03914 -3.86472 2.72830 0.00
H 0.74188 -2.08139 1.59932 -0.01
H -0.70540 -4.38305 -1.70276 0.00
H -2.23379 -5.36095 -3.33765 0.00
H -3.40267 -3.92027 -4.97095 0.00
H -3.05306 -1.47456 -4.92836 0.00
H -1.56541 -0.46639 -3.25496 0.01
N -3.07884 -0.27033 -0.85997 0.07
C -4.21376 -0.23846 -1.10086 -0.01
N -5.47711 -0.21384 -1.37759 0.00
C -6.07641 0.87956 -2.17111 0.00
C -6.38727 0.35844 -3.56555 0.00
O -7.19846 -0.78888 -3.50192 0.00
C -6.57135 -1.85206 -2.81523 0.00
C -6.28035 -1.46323 -1.37716 0.00
H -5.38325 1.72186 -2.18876 0.00
H -6.98919 1.18335 -1.65681 0.00
H -5.45505 0.13470 -4.10527 0.00
H -6.94687 1.10443 -4.13067 0.00
H -5.64192 -2.13324 -3.33172 0.00
H -7.26092 -2.69516 -2.84827 0.00
H -5.73364 -2.23384 -0.83516 0.00
H -7.20283 -1.23643 -0.84051 0.00
C -2.86723 -5.60924 1.76044 0.00
C -2.87749 -4.12102 1.79503 -0.01
C -3.72917 -3.21983 2.40966 0.00
C -3.24770 -1.94935 2.08552 -0.02
N -2.15879 -2.05767 1.31336 0.18
N -1.96048 -3.38531 1.14641 -0.04
C -3.80501 -0.63184 2.51021 0.02
H -3.37288 -6.00792 2.63635 0.00
H -1.85040 -6.00030 1.74819 0.00
H -3.38943 -5.97433 0.87551 0.00
H -4.58029 -3.45434 3.02385 0.00
H -1.14782 -3.71346 0.64658 -0.01
H -4.88898 -0.69044 2.59037 0.00
H -3.56714 0.15929 1.79583 -0.01
H -3.42609 -0.34098 3.49189 0.00
```

Output
- Maximum force: 0.52 eV Å⁻¹
- 2S+1: 5
- ΔE to the lowest compared entry with this formula, charge and spin: 0.000 eV
- Net charge: +4



Calculated total energy in eV, matching the order above: -118759.006; -131511.630; -165871.103